The following is a quantum chemistry calculation of a 6-piece molecular cluster, C2H15O6 overall at a distorted geometry, from the Open Molecules 2025 dataset.

As for the net charge: -1. For the LUMO energy, the calculation gives 3.695 eV. For the total energy, the calculation gives -14602.35145 eV.

The geometry in XYZ format:
```
23
Properties=species:S:1:pos:R:3:mulliken_charge:R:1
C 1.73757 1.68864 -1.30982 -0.11
O 0.47529 1.84587 -0.87394 -0.55
C 2.34943 0.48799 -0.55205 -1.06
H 2.31347 2.58740 -1.22679 0.25
H 1.52103 1.33416 -2.35229 0.20
H 2.42284 0.81379 0.54139 0.30
H 3.33058 0.24870 -0.91817 0.38
H 1.61659 -0.51446 -0.48073 0.21
H 0.26977 1.06988 -0.02998 0.42
H -1.26098 0.31744 -0.64207 0.19
O -0.87988 -0.16648 0.15024 -0.99
H -0.99430 -1.70782 0.20956 0.35
H -0.65977 -3.23726 0.91963 0.25
O -0.81013 -2.78058 0.07158 -0.76
H -0.60427 0.26052 2.86063 0.46
H -0.39904 -1.08106 2.37251 0.24
O -0.26549 -0.60701 3.10503 -0.67
H -0.81060 2.17648 1.70317 0.29
H -1.19397 0.71715 1.18475 0.42
O -1.40045 1.47921 1.87068 -0.82
H -0.92418 -0.61285 -2.76586 0.29
H -0.56729 -1.81908 -1.91867 0.36
O -0.69207 -1.47261 -2.85933 -0.64
```

---

The following is a quantum chemistry calculation of a 5-piece molecular cluster, C2H16N2O4 overall at a distorted geometry, from the Open Molecules 2025 dataset.

As for the net charge: -1. For the LUMO energy (spin up / spin down), the calculation gives 3.734 / 3.554 eV. The spin multiplicity is 2. For the total energy, the calculation gives -13501.79927 eV. As for the expectation value of S²: 0.75.

The geometry in XYZ format:
```
24
Properties=species:S:1:pos:R:3:mulliken_spin:R:1
N 2.43555 -1.24874 1.24265 0.24
C 1.87117 -2.42640 0.58171 0.15
C 0.94356 -2.00155 -0.56635 0.17
N 0.30303 -0.64698 -0.36664 -0.04
H 1.76238 -0.90333 2.00365 -0.28
H 2.51951 -0.51700 0.50288 -0.03
H 1.37583 -3.12070 1.24086 0.03
H 2.60383 -3.12835 0.10926 0.05
H 1.49900 -1.82782 -1.54216 -0.08
H 0.08331 -2.63452 -0.69937 -0.07
H 0.14276 -0.56014 0.60759 0.15
H 0.94901 0.15737 -0.50244 -0.10
H 1.32630 2.69934 1.10559 -0.12
H 0.23717 2.74665 -0.02500 -0.08
O 0.99213 2.31410 0.23899 0.38
H -1.28276 3.45850 -1.37342 -0.03
H -2.03390 2.72508 -0.22236 -0.04
O -1.33658 3.36050 -0.48210 0.21
H -2.73373 0.66315 -1.34501 -0.05
H -1.28059 0.67747 -1.49814 0.08
O -2.02202 1.18692 -1.86293 0.05
H -1.54944 -1.56533 1.87009 -0.24
H -2.13173 -1.00204 0.63640 -0.08
O -2.32670 -1.61535 1.21946 0.72
```

---

The following is a quantum chemistry calculation of a 5-piece molecular cluster, C2H16N2O4 overall at a distorted geometry, from the Open Molecules 2025 dataset.

For the LUMO energy, the calculation gives 0.620 eV. For the total energy, the calculation gives -13503.79532 eV. As for the SMILES: NCCN.O.O.O.O.

The geometry in XYZ format:
```
24
Properties=species:S:1:pos:R:3:mulliken_charge:R:1
N 0.00368 1.61740 -1.56378 -0.54
C -0.35044 0.26099 -2.00542 -0.48
C 0.59398 -0.76057 -1.31319 -0.38
N -0.08916 -2.03835 -1.15422 -0.55
H 0.99419 1.71302 -1.78195 0.20
H -0.42970 2.35286 -2.11130 0.23
H -1.37913 0.03996 -1.72947 0.39
H -0.26535 0.19026 -3.10368 0.34
H 0.77655 -0.26852 -0.34918 0.26
H 1.47832 -0.90931 -1.94464 0.26
H -0.74325 -2.17605 -1.90731 0.20
H -0.49676 -2.36899 -0.30412 0.32
O -1.55535 -0.74902 1.03737 -0.67
H -1.48856 -1.25781 1.85944 0.34
H -0.65326 -0.84968 0.71850 0.16
O 1.50731 1.15041 2.17948 -0.66
H 2.14746 1.57662 1.59335 0.28
H 0.65503 1.55907 1.95918 0.38
O 0.85400 -1.73684 2.32905 -0.68
H 1.45173 -1.76160 1.57821 0.31
H 0.93737 -0.81974 2.64845 0.35
O -1.29842 2.03712 1.41550 -0.78
H -1.10233 2.10945 0.46990 0.33
H -1.54791 1.08933 1.47984 0.39
```

---

The following is a quantum chemistry calculation of a 5-piece molecular cluster, C2H16NO4 overall at a distorted geometry, from the Open Molecules 2025 dataset.

As for the net charge: +1. For the LUMO energy, the calculation gives -2.900 eV. For the total energy, the calculation gives -12007.48250 eV.

The geometry in XYZ format:
```
23
Properties=species:S:1:pos:R:3:mulliken_charge:R:1
C -2.55482 1.30468 -1.14612 -1.10
C -1.92427 1.24742 0.25857 -0.38
N -0.45240 0.79490 -0.05065 -0.18
H -2.87461 0.35363 -1.59861 0.31
H -3.52750 1.78008 -0.82768 0.33
H -2.22036 1.96219 -1.95020 0.41
H -1.76290 2.25355 0.62064 0.36
H -2.42595 0.59770 0.96391 0.37
H -0.00233 0.90721 0.86393 0.33
H -0.11773 1.19952 -0.92152 0.34
H -0.57045 -0.21022 -0.26885 0.31
H 1.94810 -1.49409 3.05276 0.33
H 3.31819 -1.86900 2.46387 0.31
O 2.53391 -1.33537 2.30272 -0.65
H -0.77521 -1.52611 -2.69206 0.30
H 0.11425 -1.90671 -1.57719 0.35
O -0.75911 -1.48600 -1.72866 -0.64
H 2.31938 -1.77148 -0.63695 0.31
H 2.68918 -1.99981 -2.14084 0.30
O 1.97492 -1.75991 -1.53335 -0.64
H 1.39186 0.25771 2.13695 0.30
H 2.25499 1.48274 2.42212 0.33
O 1.42286 1.21737 1.98721 -0.72
```

---

The following is a quantum chemistry calculation of a 5-piece molecular cluster, C2H16NO5 overall at a distorted geometry, from the Open Molecules 2025 dataset.

As for the net charge: +1. For the LUMO energy, the calculation gives -2.854 eV. For the total energy, the calculation gives -14053.50245 eV.

The geometry in XYZ format:
```
24
Properties=species:S:1:pos:R:3:mulliken_charge:R:1
C 0.54206 2.77487 -1.10750 -0.48
O 1.67636 3.30310 -0.43561 -0.52
C 0.68707 1.26376 -1.22467 -0.26
N 1.00857 0.61724 0.14232 -0.38
H 0.49239 3.14176 -2.19647 0.36
H -0.29859 3.15551 -0.46904 0.29
H 1.74688 4.18313 -0.90472 0.34
H -0.45421 0.91181 -1.41264 0.21
H 1.36539 0.97811 -2.08821 0.30
H 1.76976 1.21474 0.72829 0.45
H 1.66716 -0.25074 -0.06416 0.38
H 0.25974 0.14800 0.61495 0.29
H 3.18537 -1.67419 -2.77176 0.33
H 3.46672 -2.79980 -1.64099 0.32
O 3.20204 -1.88260 -1.79466 -0.64
H -2.79460 -2.99958 4.02635 0.31
H -1.84254 -3.61905 3.00150 0.31
O -2.31153 -2.83959 3.22443 -0.64
H -0.81810 -0.56644 3.44091 0.29
H -1.75648 -1.21363 2.61691 0.37
O -1.18925 -0.50041 2.59164 -0.63
H -3.91029 -0.78307 -1.34483 0.31
H -2.70059 -1.64088 -1.67459 0.29
O -2.99334 -0.92205 -1.25745 -0.59
```

---

The following is a quantum chemistry calculation of a 6-piece molecular cluster, C2H16O5S overall at a distorted geometry, from the Open Molecules 2025 dataset.

For the LUMO energy, the calculation gives 0.018 eV. For the total energy, the calculation gives -23405.65401 eV. As for the SMILES: CCS.O.O.O.O.O.

The geometry in XYZ format:
```
24
Properties=species:S:1:pos:R:3:mulliken_charge:R:1
C 0.68892 0.25396 -2.37662 -1.15
C -0.36116 -0.38738 -1.48919 -0.01
S -1.67608 -0.73311 -2.68820 -0.27
H 0.31847 0.99045 -3.07173 0.48
H 1.29542 -0.56162 -2.75808 0.33
H 1.27287 0.84125 -1.58982 0.16
H -0.14148 -1.36092 -1.06746 0.19
H -0.70168 0.22171 -0.65923 0.18
H -2.45460 -1.67561 -1.90176 0.14
O 1.46280 -1.66600 0.70728 -0.62
H 0.53384 -1.67214 0.99722 0.31
H 1.99054 -2.22352 1.28632 0.28
O 0.08205 -0.05924 2.61036 -0.66
H 0.45228 0.12625 3.48135 0.26
H 0.83104 0.17116 2.00511 0.46
O -2.49822 -1.45017 1.42644 -0.61
H -3.18293 -0.77095 1.46046 0.32
H -1.72122 -0.92267 1.65787 0.28
O 2.23201 0.83311 1.16725 -0.71
H 1.74515 0.55858 0.37699 0.32
H 2.67023 0.04557 1.50049 0.33
O -0.83972 3.47972 -0.58638 -0.63
H -0.31985 2.97370 0.05168 0.31
H -1.67869 2.98786 -0.54036 0.32
```

---

The following is a quantum chemistry calculation of a 6-piece molecular cluster, C2H16O5S overall at a distorted geometry, from the Open Molecules 2025 dataset.

For the LUMO energy, the calculation gives 0.441 eV. For the total energy, the calculation gives -23405.06452 eV. As for the SMILES: CCS.O.O.O.O.O.

The geometry in XYZ format:
```
24
Properties=species:S:1:pos:R:3:mulliken_charge:R:1
C -1.99960 -1.54312 -1.53560 -1.25
C -0.94859 -0.40229 -1.18663 0.87
S 0.80628 -0.39024 -1.97682 -0.22
H -2.84884 -1.03580 -1.78101 0.36
H -2.11936 -2.20549 -0.78577 0.44
H -1.67336 -2.26534 -2.28511 0.31
H -1.46100 0.50283 -1.49316 0.37
H -0.72866 -0.27752 -0.12385 -0.78
H 0.91898 -1.74375 -1.70082 0.12
O -0.20802 2.59906 0.53160 -0.55
H 0.60706 2.32447 1.05009 0.34
H 0.05879 3.41550 0.08035 0.26
O -0.15386 -0.51345 1.96979 -0.80
H 0.14527 0.22846 2.73714 0.36
H -0.75882 0.00908 1.41169 0.17
O 2.24923 1.42055 1.09853 -0.70
H 2.66193 1.67103 0.24446 0.32
H 2.05294 0.45374 1.07088 0.37
O -2.15394 0.92760 1.37962 -0.57
H -1.89702 1.50949 0.73696 0.26
H -3.11307 0.92124 1.41902 0.27
O 1.53578 -2.09148 0.66347 -0.60
H 0.80135 -1.64092 1.03505 0.38
H 1.98891 -2.68896 1.20257 0.25
```

---

The following is a quantum chemistry calculation of a 6-piece molecular cluster, C2H16O5S overall at a distorted geometry, from the Open Molecules 2025 dataset.

For the LUMO energy, the calculation gives 0.109 eV. For the total energy, the calculation gives -23406.17075 eV. As for the SMILES: CCS.O.O.O.O.O.

The geometry in XYZ format:
```
24
Properties=species:S:1:pos:R:3:mulliken_charge:R:1
C 3.75543 2.68932 -1.34031 -1.01
C 2.50994 2.10465 -0.60237 -0.25
S 1.01575 2.54960 -1.58570 -0.24
H 3.44054 3.08524 -2.30423 0.34
H 4.28013 3.44906 -0.77575 0.28
H 4.31817 1.78803 -1.57945 0.27
H 2.37149 2.54028 0.38558 0.29
H 2.47886 1.02693 -0.46717 0.26
H 0.23383 1.75819 -0.89369 0.05
O -1.89610 -4.08235 1.28724 -0.61
H -2.78790 -4.41080 1.27088 0.29
H -2.05930 -3.12722 1.17745 0.35
O -2.31061 -0.51028 1.36922 -0.63
H -2.93474 -0.49116 2.09426 0.30
H -2.79110 -0.23038 0.58232 0.34
O 0.99399 -3.25804 1.68988 -0.69
H 0.40042 -3.98573 1.93066 0.31
H 1.04473 -3.46110 0.74838 0.33
O -4.15874 0.04013 -0.94849 -0.66
H -4.90470 0.30343 -1.45487 0.30
H -3.42059 0.31512 -1.52762 0.32
O 0.57779 -0.52196 1.00100 -0.62
H 0.44362 -1.48417 1.08167 0.33
H -0.26412 -0.15048 1.28168 0.36
```

---

The following is a quantum chemistry calculation of C2H17CdO7 as an isolated structure at a distorted geometry, from the Open Molecules 2025 dataset.

As for the net charge: +1. For the LUMO energy, the calculation gives -3.690 eV. For the total energy, the calculation gives -21240.12237 eV.

The geometry in XYZ format:
```
27
Properties=species:S:1:pos:R:3:mulliken_charge:R:1
Cd -0.31763 -0.26411 -0.62174 1.45
C 0.55537 1.04289 2.82326 -1.13
C 0.21937 1.69889 1.54026 0.21
O -0.89263 1.16789 0.94026 -0.79
H 1.50837 1.32789 3.31226 0.36
H 0.66437 0.00189 2.65626 0.15
H -0.23963 1.12189 3.58626 0.29
H 1.08637 1.58689 0.97326 -0.12
H 0.08237 2.77589 1.70526 0.32
O 0.92837 1.53089 -1.47074 -0.51
H 1.14037 1.87689 -2.36374 0.27
H 1.62437 1.83389 -0.89074 0.28
O -0.92063 -1.77111 1.03626 -0.55
H -0.42063 -1.76711 1.85226 0.25
H -1.72863 -1.46911 1.39326 0.33
O -1.91463 -2.05911 -1.58574 -0.50
H -2.69463 -2.54211 -1.22474 0.30
H -1.49463 -2.70111 -2.13374 0.28
O 0.78037 -1.13011 -2.65074 -0.62
H 0.76337 -2.06611 -2.38874 0.34
H 1.71437 -0.87911 -2.64374 0.32
O 1.70837 -0.73311 0.36826 -0.44
H 2.59537 -0.44011 0.17026 0.23
H 1.82737 -1.58311 0.74026 0.23
O -1.95363 0.86089 -1.86674 -0.57
H -1.88063 1.80789 -1.93474 0.29
H -2.74063 0.77089 -1.32174 0.32
```

---

The following is a quantum chemistry calculation of a 8-piece molecular cluster, C2H18O9 overall at a distorted geometry, from the Open Molecules 2025 dataset.

For the LUMO energy, the calculation gives 0.002 eV. For the total energy, the calculation gives -20793.55073 eV. As for the SMILES: CC(=O)O.O.O.O.O.O.O.O.

The geometry in XYZ format:
```
29
Properties=species:S:1:pos:R:3:mulliken_charge:R:1
C -0.62822 -0.26739 0.23272 -0.92
C -2.11668 -0.24466 0.09141 0.75
O -2.85519 0.62677 0.47155 -0.60
O -2.54368 -1.28609 -0.66023 -0.44
H -0.26448 0.77059 0.26076 0.24
H -0.11231 -0.50195 -0.70593 0.33
H -0.16933 -0.85917 1.02003 0.32
H -3.46778 -1.10993 -0.76925 0.33
O -1.96915 -0.94901 -3.60134 -0.65
H -1.87715 -0.00171 -3.77906 0.35
H -1.89645 -0.92471 -2.63656 0.29
O -0.88207 2.36373 -2.93898 -0.64
H -1.40911 2.06477 -2.21122 0.32
H 0.03523 2.54894 -3.06390 0.31
O 3.76675 -0.13606 1.32077 -0.67
H 4.35653 -0.34361 2.05549 0.28
H 3.13684 0.46712 1.77103 0.42
O 3.12754 -1.78449 -0.63620 -0.71
H 3.20409 -1.00783 -1.21471 0.32
H 3.24782 -1.18330 0.15152 0.37
O 1.33462 -3.12518 0.70377 -0.69
H 1.88845 -2.68538 0.00776 0.47
H 1.90969 -2.92725 1.44734 0.25
O 1.95559 1.45481 2.59051 -0.67
H 1.14836 1.98256 2.52952 0.31
H 1.97000 1.21909 3.52609 0.30
O -1.00910 2.96217 2.14646 -0.67
H -1.46001 2.88435 2.98666 0.32
H -1.41344 2.34632 1.52611 0.34
```